C4H13NO | ωB97M-V/def2-TZVPD

Results
frontier orbital gap	10.312	eV
energy relative to the best compared isomer or geometry (same formula, charge and spin)	1.233	eV
SMILES string	CCNC.CO
F_max	0.055	hartree/bohr
spin multiplicity	1

Cartesian coordinates (Å):
O 0.524 -1.439 -1.685
N 0.770 0.487 0.178
C -0.657 -2.132 -1.407
C -1.263 1.897 -0.032
C -0.428 0.972 0.872
C 1.681 -0.240 1.049
H 1.543 -1.322 1.083
H -1.542 -1.497 -1.566
H 2.706 -0.193 0.730
H -0.642 2.657 -0.526
H 1.654 0.110 2.112
H 1.238 1.327 -0.163
H -1.899 2.549 0.657
H -0.958 0.102 1.193
H -0.026 1.551 1.715
H -0.690 -2.445 -0.306
H -0.701 -3.087 -2.055
H 0.492 -0.654 -1.086
H -1.802 1.358 -0.760